Record 1
Formula: C22H42Cl3N2O4SiY
Source: the Open Molecules 2025 dataset
Level of theory: wB97M-V/def2-TZVPD

XYZ file:
```
75
Properties=species:S:1:pos:R:3:forces:R:3:lowdin_charge:R:1
C 2.326 -1.604 -5.730 0.5541 -0.4663 0.0050 -0.06
C 1.469 -0.654 -4.954 -1.0624 0.7388 0.2139 -0.22
H 2.932 -1.016 -6.423 0.0369 -0.1328 -0.2781 0.08
H 1.775 -2.375 -6.298 0.0848 0.4641 0.1635 0.09
H 3.041 -2.144 -5.081 -0.4246 0.3083 -0.2782 0.07
C 0.424 -0.013 -5.525 1.2885 0.5380 0.5485 -0.12
C 0.207 0.002 -6.997 -0.2632 0.3815 -0.5193 -0.12
H -0.138 0.787 -5.013 0.4457 -0.8513 0.0127 0.09
H -0.332 -0.884 -7.386 0.3788 0.4090 -0.0417 0.08
H 1.170 0.168 -7.502 -0.2250 -0.5505 -0.1512 0.07
H -0.357 0.917 -7.230 -0.1883 -0.4474 -0.1603 0.07
Y -0.946 -1.015 1.861 0.5354 -0.4016 -0.9359 0.79
Cl 1.595 -1.230 2.481 -0.2458 0.0560 0.7191 -0.09
Cl -2.181 -3.170 2.251 -0.1039 -0.0448 0.3205 -0.14
C 0.073 1.862 1.437 -1.1612 -0.4185 -0.1637 -0.28
O -1.008 1.205 1.557 0.9127 1.3447 0.1198 -0.20
N 0.101 3.170 1.238 0.2016 -0.0734 0.2340 -0.15
C -1.109 3.967 1.097 0.1172 -0.0091 -0.0065 -0.01
C 1.367 3.884 1.249 0.3895 -0.0648 -0.1305 -0.03
H 1.027 1.324 1.466 0.0374 0.2541 0.0909 0.09
H -1.959 3.374 1.406 -0.1305 -0.0515 0.0918 0.09
H -1.244 4.259 0.050 0.0934 0.0358 0.1359 0.09
H -1.019 4.859 1.726 -0.0794 -0.1489 -0.1545 0.10
H 2.176 3.153 1.287 -0.0170 0.0836 -0.0600 0.10
H 1.456 4.533 2.130 -0.2019 -0.1117 -0.1933 0.10
H 1.488 4.480 0.337 -0.1102 -0.1222 0.1868 0.08
H -2.102 -2.019 -2.827 -0.2553 0.1786 0.0508 0.08
H -2.567 0.797 -4.032 -0.1249 0.1365 0.0108 0.09
C -3.094 -1.611 -2.596 0.1420 -0.0022 -0.1409 -0.02
C -3.323 0.795 -3.239 0.3679 -0.0675 0.1209 -0.04
N -2.985 -0.205 -2.243 -0.0153 0.1800 0.8252 -0.16
H -3.544 -2.155 -1.762 0.0814 0.0424 -0.1755 0.10
C -2.626 0.117 -0.990 -0.2232 -0.7663 0.0493 -0.30
O -2.501 -0.747 -0.097 -0.0654 0.9345 -0.1392 -0.18
H -3.364 1.769 -2.748 -0.0088 -0.0457 -0.2241 0.08
H -2.463 1.201 -0.815 -0.0946 -0.4673 0.0309 0.14
H -3.710 -1.715 -3.481 -0.1798 0.0712 -0.0855 0.09
H -4.295 0.558 -3.675 0.0022 0.0991 0.0486 0.09
O 0.921 -1.584 -2.971 -1.9526 2.7861 1.6165 -0.40
C 1.769 -0.575 -3.442 -0.8021 0.2384 0.1152 -0.34
C 0.193 1.291 -2.835 -0.9358 -0.2068 -0.1667 -0.12
C 1.528 0.892 -2.927 -0.3395 -0.2672 -0.4086 -0.16
H -0.575 0.517 -2.958 0.4862 0.2695 0.0751 0.09
C -0.209 2.611 -2.657 0.0858 -0.8025 0.4425 -0.09
H 2.833 -0.863 -3.296 -0.1528 0.3060 0.1329 0.14
C 2.479 1.898 -2.747 0.2279 -0.0437 0.1899 -0.02
H -1.269 2.858 -2.680 0.1522 0.0430 0.0931 0.09
C 0.752 3.558 -2.346 0.1197 0.0633 0.4097 -0.14
C 2.090 3.203 -2.378 0.4061 -0.0868 0.0529 -0.10
H 3.542 1.671 -2.857 -0.2664 0.0269 0.1097 0.11
H 0.452 4.520 -1.947 0.0485 0.2441 -0.4178 0.09
H 2.828 3.967 -2.087 -0.1832 -0.5481 -0.3179 0.10
Si 0.588 -3.091 -1.618 2.0203 1.4184 0.9720 0.52
Cl 0.408 -0.814 -0.304 -0.0230 -0.2435 -0.6729 0.26
C -1.071 -3.859 -1.274 -0.8428 0.0447 -0.2566 -0.19
C 1.547 -3.783 -0.049 -0.0348 0.6575 -0.3826 -0.24
C 1.483 -3.574 -3.106 0.8208 -3.4437 -0.7645 -0.23
H -1.950 -3.234 -1.345 0.0756 0.0212 -0.0506 -0.03
H -1.144 -4.278 -0.268 0.4705 0.1068 -0.0384 0.00
H -1.212 -4.688 -1.973 0.0380 0.0040 -0.1253 0.05
H 0.785 -3.561 -3.940 0.2331 -0.0544 -0.2090 0.06
H 1.867 -4.578 -3.005 0.2309 -1.0472 -0.1796 0.03
H 2.328 -2.923 -3.300 0.1300 -0.5346 0.1415 0.03
H 2.448 -3.168 0.185 -0.5597 -0.5781 -0.0769 0.01
H 1.852 -4.835 -0.288 -0.2356 0.8081 0.2011 0.04
H 0.876 -3.777 0.851 0.6638 -0.0214 -0.8075 0.00
C -0.043 -0.261 6.551 -0.1692 0.2514 -0.3276 -0.07
C -0.030 0.170 5.094 0.6692 0.0519 -1.0784 -0.27
O -1.023 -0.419 4.159 -0.2571 -0.1817 1.4197 -0.24
H -0.686 0.378 7.154 0.0439 0.0048 0.0365 0.07
H 0.999 -0.161 6.878 -0.3277 -0.0913 0.2093 0.09
H -0.369 -1.282 6.716 0.1271 -0.3278 -0.1342 0.08
H -0.131 1.255 5.040 -0.3598 -0.0907 -0.1744 0.11
H 0.925 -0.070 4.612 -0.1388 -0.0752 0.3053 0.03
H -1.328 -1.255 4.558 0.0427 0.2859 -0.0736 0.08
```
Forces are in eV/Å.

Calculated values
Energy above the lowest of the compared OMol25 structures with the same formula, charge and spin, kJ/mol: 429.2
Lowest unoccupied orbital energy, eV: 0.134
Gap between HOMO and LUMO, eV: 7.6
Highest occupied orbital energy, Ha: -0.27469
Charge: 0


Record 2
Formula: C10H26N2O8
Source: the Open Molecules 2025 dataset
Level of theory: wB97M-V/def2-TZVPD

XYZ file:
```
46
Properties=species:S:1:pos:R:3:forces:R:3:lowdin_charge:R:1
C -1.749 2.695 4.394 0.5566 1.0458 -0.8254 0.00
N -1.111 2.148 3.206 1.4559 0.0358 0.6310 -0.34
O -1.592 1.130 2.757 0.0477 -0.3645 -0.7421 0.08
O -0.055 2.673 2.784 -2.7644 -2.5579 7.0203 -0.08
H -1.971 3.761 4.331 1.7918 -0.7620 -1.7232 0.10
H -1.092 2.554 5.252 0.0885 -0.4441 -0.5939 0.13
H -2.781 2.378 4.542 2.1495 -1.4968 -0.5091 0.06
C -4.324 5.098 6.640 0.7245 2.5083 1.9615 0.04
N -3.369 4.522 5.658 -1.2029 -0.5570 -0.2492 -0.33
O -2.407 3.855 6.037 -2.1507 2.5085 3.2088 -0.01
O -3.702 4.577 4.477 1.0583 2.1037 1.1379 0.02
H -4.829 4.389 7.296 1.0554 1.0702 -0.3318 0.07
H -5.082 5.715 6.158 0.3334 -0.3146 -0.3235 0.12
H -3.724 5.732 7.292 0.2650 0.3125 -0.1841 0.11
C 0.147 2.903 0.735 1.5988 0.9141 -1.1092 -0.12
O 1.225 2.032 0.364 -0.2073 -1.0160 -0.1709 -0.15
C 1.393 0.876 1.204 -0.0617 -0.5375 -0.7175 -0.19
C 2.697 0.099 0.859 -1.5267 1.7381 0.0118 -0.20
O 2.566 -0.602 -0.364 0.3857 -0.5418 -0.1764 -0.17
C 3.823 -0.934 -0.956 0.6169 0.6493 1.1409 -0.11
H 0.531 3.377 1.639 0.3337 1.7505 -2.4516 0.06
H -0.729 2.409 1.156 -0.1849 -0.1817 -2.1939 0.07
H -0.032 3.668 -0.021 -0.0191 -0.5331 -0.5849 0.10
H 0.556 0.183 1.112 -0.3323 -0.0748 -0.4931 0.12
H 1.344 1.110 2.268 0.7295 0.2778 -0.0179 0.10
H 2.876 -0.516 1.741 0.4013 -0.4959 -0.1920 0.12
H 3.426 0.907 0.790 0.6347 -0.2199 -0.1129 0.12
H 4.494 -1.443 -0.263 -0.2580 -0.6167 0.4191 0.08
H 4.402 -0.022 -1.101 -0.1664 0.3468 -0.7009 0.08
H 3.787 -1.548 -1.855 -0.6994 0.3187 0.0541 0.09
C -5.204 2.192 1.536 0.5705 0.2754 1.7375 -0.07
O -4.934 3.260 2.474 -1.1100 -0.7706 0.7014 -0.21
C -5.749 3.181 3.708 1.6987 0.6972 0.1342 -0.13
C -4.943 2.549 4.894 -1.3321 -0.4487 -0.5344 -0.16
O -5.373 3.156 6.185 0.2439 -4.5850 -2.7938 -0.26
C -4.907 2.343 7.292 -0.1807 0.9898 0.2379 -0.08
H -4.448 2.197 0.750 -0.3579 0.4841 -0.1590 0.09
H -6.243 2.294 1.224 0.1469 -0.4036 -0.4360 0.09
H -4.991 1.288 2.106 -0.5323 -0.5623 -0.3338 0.08
H -6.739 2.727 3.664 0.0317 -0.0129 -0.7260 0.12
H -5.798 4.247 3.929 -0.6958 -0.2249 0.3051 0.11
H -3.898 2.708 4.629 -1.8856 0.2339 0.7538 0.04
H -5.003 1.461 4.919 -0.6672 -0.1939 0.2710 0.13
H -5.308 2.915 8.128 -0.2045 -0.7630 0.4792 0.09
H -3.827 2.357 7.436 0.2677 0.2082 -0.4790 0.09
H -5.182 1.288 7.314 -0.6467 0.2105 -0.3398 0.10
```
Forces are in eV/Å.

Calculated values
Lowest unoccupied orbital energy, eV: -0.608
Gap between HOMO and LUMO, eV: 7.7
Highest occupied orbital energy, Ha: -0.30579
Charge: 0


Record 3
Formula: C3H7PS
Source: the Open Molecules 2025 dataset
Level of theory: wB97M-V/def2-TZVPD

XYZ file:
```
12
Properties=species:S:1:pos:R:3:forces:R:3:lowdin_charge:R:1
C 1.181 0.817 -0.145 -0.2584 4.3983 0.9501 -0.13
C -0.298 0.866 0.370 1.9591 -2.9359 2.4602 -0.41
C -0.938 -0.380 -0.258 -2.3821 3.5310 -2.7611 -0.94
P -0.352 -2.127 -0.355 -0.0276 0.9453 -0.3745 0.79
S -2.045 0.297 -1.464 1.5748 -2.6691 1.9595 0.53
H 1.720 -0.098 -0.194 -0.0285 -0.9387 0.1095 0.03
H 1.784 1.562 0.571 -1.0079 -1.5717 -1.8560 0.12
H 1.049 1.274 -1.143 0.9242 -0.3131 0.2147 0.07
H -0.871 1.738 0.136 0.1572 0.3699 -0.4965 0.04
H -0.182 0.873 1.493 -0.5401 -0.6101 -0.8111 0.11
H 0.463 -2.159 0.791 -0.1220 0.0067 0.3304 -0.11
H -1.510 -2.664 0.200 -0.2485 -0.2127 0.2747 -0.10
```
Forces are in eV/Å.

Calculated values
Energy above the lowest of the compared OMol25 structures with the same formula, charge and spin, kJ/mol: 185.1
Lowest unoccupied orbital energy, eV: -0.701
Gap between HOMO and LUMO, eV: 7.7
Highest occupied orbital energy, Ha: -0.30999
Charge: 0


- Among the records above, which one has the lowest gap between HOMO and LUMO?
  C22H42Cl3N2O4SiY


- lowest unoccupied orbital energy of number 1 (C22H42Cl3N2O4SiY)?
  0.134 eV


- Number 2 is which compound?
  C10H26N2O8